This record from OMol25 describes C44H41N5O6Pt as an isolated structure. The level of theory is ωB97M-V/def2-TZVPD.

The geometry in ORCA input format:
```
! RIJCOSX wB97M-V def2-TZVPD def2/J DEFGRID3
* xyz 0 5
Pt -0.162 0.935 -0.778
O 0.606 -1.224 -4.381
C 1.029 -0.751 -3.342
N 0.615 0.474 -2.853
C 0.327 1.444 -3.740
C 0.983 1.574 -4.986
C 0.647 2.577 -5.850
C -0.352 3.517 -5.514
C -0.998 3.437 -4.317
C -0.689 2.402 -3.398
N -1.297 2.272 -2.214
C -2.594 2.756 -2.079
O -3.418 2.669 -2.968
C -2.925 3.448 -0.797
C -4.224 3.437 -0.303
C -4.487 4.157 0.849
C -3.455 4.861 1.448
C -2.194 4.813 0.871
N -1.932 4.122 -0.228
C 2.078 -1.510 -2.580
C 2.326 -2.831 -2.943
C 3.393 -3.493 -2.364
C 4.190 -2.803 -1.464
C 3.866 -1.487 -1.174
N 2.831 -0.849 -1.707
H 1.759 0.868 -5.245
H 1.158 2.659 -6.800
H -0.592 4.312 -6.208
H -1.759 4.157 -4.052
H -4.984 2.866 -0.817
H -5.477 4.157 1.283
H -3.626 5.419 2.357
H -1.356 5.345 1.306
H 1.696 -3.293 -3.690
H 3.616 -4.517 -2.633
H 5.050 -3.273 -1.005
H 4.472 -0.906 -0.487
C 3.690 3.631 -1.164
C 3.608 2.550 -0.122
C 4.681 2.238 0.718
C 4.578 1.222 1.674
C 5.727 0.928 2.602
C 3.423 0.470 1.754
C 2.328 0.709 0.880
C 2.453 1.820 0.007
N 1.211 -0.015 0.734
C 0.883 -1.205 1.506
C -0.400 -1.790 0.905
C -0.903 -2.994 1.695
C 0.167 -4.085 1.655
C 1.455 -3.536 2.268
C 1.187 -3.139 3.722
C 0.119 -2.043 3.759
C -1.180 -2.558 3.137
C 0.606 -0.819 2.979
C 1.947 -2.325 1.465
H 4.648 4.147 -1.134
H 2.896 4.363 -1.016
H 3.560 3.197 -2.157
H 5.599 2.807 0.639
H 6.538 1.640 2.460
H 6.121 -0.075 2.429
H 5.399 0.981 3.641
H 3.386 -0.311 2.496
H 1.581 2.065 -0.611
H -0.226 -2.052 -0.146
H -1.155 -1.020 0.938
H -1.829 -3.356 1.236
H 0.348 -4.380 0.617
H -0.166 -4.969 2.207
H 2.233 -4.305 2.236
H 2.108 -2.785 4.198
H 0.848 -4.013 4.285
H -0.065 -1.741 4.794
H -1.927 -1.761 3.145
H -1.578 -3.395 3.717
H 1.513 -0.422 3.441
H -0.153 -0.034 2.999
H 2.115 -2.612 0.422
H 2.902 -1.997 1.872
O -2.678 1.112 2.883
C -2.397 0.867 1.713
O -1.340 1.276 1.116
C -3.368 -0.049 0.941
C -3.264 -0.290 -0.419
C -4.065 -1.228 -1.071
C -4.964 -1.915 -0.295
O -5.836 -2.905 -0.663
C -6.449 -3.350 0.537
O -6.054 -2.487 1.593
C -5.093 -1.662 1.066
C -4.324 -0.726 1.707
H -2.514 0.234 -1.007
H -3.972 -1.418 -2.132
H -6.124 -4.375 0.758
H -7.537 -3.333 0.434
H -4.416 -0.519 2.763
*
```

Output
Highest occupied orbital energy (alpha / beta) in eV: -7.68 / -7.93
Lowest unoccupied orbital energy (alpha / beta) in eV: 0.10 / -2.18
Gap between HOMO and LUMO (alpha / beta) in eV: 7.78 / 5.75